(1)
2 unconnected molecules or ions with the total composition C5H14N in a non-equilibrium geometry, computed with wB97M-V/def2-TZVPD.

Last column: Löwdin charge in e.
Atoms and positions in Å:
C -1.3180 1.9825 -1.2992  -0.096
C -1.3687 1.3017 0.0575  -0.236
C -2.0528 0.1333 0.2743  -0.001
H -0.2888 2.0849 -1.6548  0.073
H -1.9424 1.4286 -2.0102  0.080
H -1.7747 2.9806 -1.2662  0.087
H -0.8000 1.7975 0.8309  0.100
H -1.9337 -0.4806 1.2016  0.069
H -2.6926 -0.2741 -0.5062  0.073
C 0.6229 -1.6744 1.2915  -0.003
N 0.8846 -0.9195 0.0125  -0.056
C 2.2893 -0.4336 -0.1992  0.001
H -0.3000 -2.2336 1.1718  0.095
H 1.5233 -2.2586 1.5952  0.118
H 0.4472 -0.9718 2.1067  0.103
H 0.1795 -0.1041 0.0027  0.118
H 0.6598 -1.4141 -0.8187  0.153
H 2.5376 0.2880 0.5818  0.108
H 2.3648 0.0359 -1.2166  0.123
H 2.9629 -1.2688 -0.1554  0.093

Computed properties:
- total charge = +1
- highest occupied orbital energy (eV) = -13.788
- ΔE to the lowest compared entry with this formula, charge and spin (kcal/mol) = 29.2

(2)
A molecular structure, C26H28BN8O6RuS5 in a non-equilibrium geometry, computed with wB97M-V/def2-TZVPD.

Last column: Löwdin charge in e.
Atoms and positions in Å:
Ru 0.1421 -0.1580 -0.1488  1.406
C 1.3834 -2.2175 2.6163  -0.039
C 2.1596 -1.0527 2.1108  -0.296
C 3.3602 -0.5747 2.6029  0.042
C 3.6551 0.5716 1.8733  -0.237
C 4.8460 1.4639 1.9849  0.002
N 2.6713 0.7607 0.9916  0.042
N 1.7420 -0.2352 1.1171  -0.057
B 2.4118 1.9946 0.0974  -0.493
N 2.3889 1.5711 -1.3725  0.020
N 1.4545 0.6874 -1.8283  0.038
C 1.5960 0.6317 -3.1599  -0.297
C 0.7150 -0.1530 -4.0739  0.000
C 2.6482 1.4627 -3.5487  0.032
C 3.1242 2.0459 -2.3918  -0.251
C 4.2315 3.0365 -2.2269  -0.003
N 1.0142 2.5502 0.4873  0.047
N -0.0765 1.7325 0.5281  -0.048
C -1.1459 2.4585 0.9237  -0.275
C -2.5137 1.8932 1.0981  -0.014
C -0.7153 3.7594 1.1403  0.044
C 0.6454 3.7826 0.8554  -0.237
C 1.5990 4.9265 0.9347  0.002
H 2.0388 -2.8717 3.1892  0.093
H 0.9404 -2.7797 1.7982  0.009
H 0.5796 -1.8795 3.2723  0.083
H 3.9491 -1.0080 3.3964  0.126
H 5.5625 1.0265 2.6765  0.090
H 4.5691 2.4522 2.3547  0.091
H 5.3306 1.5924 1.0163  0.087
H 3.2456 2.8240 0.2900  0.118
H -0.3272 -0.0711 -3.7780  0.074
H 0.9940 -1.2067 -4.1001  0.078
H 0.8147 0.2377 -5.0848  0.093
H 3.0029 1.6288 -4.5546  0.123
H 4.7080 3.2066 -3.1894  0.088
H 4.9865 2.6784 -1.5264  0.083
H 3.8579 3.9931 -1.8575  0.084
H -2.5399 0.8279 0.9071  0.008
H -3.2097 2.3717 0.4090  0.102
H -2.8653 2.0779 2.1141  0.096
H -1.3185 4.5910 1.4717  0.127
H 1.0683 5.8242 1.2417  0.090
H 2.0710 5.1138 -0.0304  0.088
H 2.3892 4.7247 1.6585  0.090
O -3.4613 -0.7140 -1.9869  0.146
C -2.2797 -0.8316 -1.8300  -0.581
O -1.5023 0.0671 -1.2297  -0.243
C -1.5397 -2.0223 -2.3963  -0.117
C -0.3009 -2.3329 -1.8986  -0.061
C 0.4644 -3.3455 -2.4343  -0.167
C -0.0160 -4.1102 -3.4722  0.096
C -1.2781 -3.8051 -3.9471  -0.083
C -2.0466 -2.7742 -3.4441  0.109
N -1.8235 -4.6268 -5.0586  -0.340
O -2.8534 -4.2445 -5.5694  0.111
O -1.1979 -5.6205 -5.3691  0.103
N 1.8036 -3.6112 -1.8784  -0.347
O 2.2262 -2.8329 -1.0439  0.065
O 2.3890 -4.5932 -2.2743  0.116
H 0.0905 -1.8116 -1.0410  0.014
H 0.5636 -4.9156 -3.8973  0.142
H -3.0185 -2.5497 -3.8639  0.148
C 0.5344 -6.2942 1.0219  -0.324
S -0.3510 -4.8267 0.4167  0.931
C -1.6289 -4.6223 1.5434  -0.943
C -2.2264 -3.3704 1.7914  -1.098
S -1.7981 -1.8335 1.2755  0.704
S -3.6506 -3.4545 2.8041  0.946
C -3.6401 -5.1598 3.1172  -1.473
S -4.7196 -5.9288 4.0351  0.692
S -2.3423 -5.9923 2.2959  0.978
H 0.3336 -7.1403 0.3698  0.052
H 0.2443 -6.5229 2.0453  0.025
H 1.5917 -6.0425 0.9861  0.048

Computed properties:
- total charge = +1
- highest occupied orbital energy (spin up / spin down) (eV) = -10.823 / -11.525
- multiplicity = 5

(3)
2 unconnected molecules or ions with the total composition C9H12OS in a non-equilibrium geometry, computed with wB97M-V/def2-TZVPD.

Last column: Löwdin charge in e.
Atoms and positions in Å:
C 1.8543 0.6133 2.5787  -0.157
C 2.7821 -0.0556 1.8430  -0.451
C 0.6132 0.5306 1.8723  -0.473
C 0.6602 0.0171 0.6038  -0.331
C 0.7821 0.2237 -3.1214  0.027
C -0.2074 0.6466 -2.2536  -0.132
C -0.6316 1.0994 2.4574  -0.105
C -0.7398 -1.6113 -1.3467  -0.082
C -1.0869 -0.1660 -1.4265  -0.367
O -2.2530 0.2729 -0.9937  0.113
S 2.2765 -0.4231 0.2246  0.911
H 1.8320 1.1035 3.5125  0.093
H 3.9134 -0.1470 2.0529  0.086
H 1.5940 0.9750 -3.4226  0.092
H 0.8085 -0.6431 -3.6273  0.011
H -0.3014 1.7650 -1.9955  0.139
H -0.8392 2.2056 2.0716  0.110
H -1.5924 0.5169 2.2156  0.080
H -0.6465 1.1335 3.5977  0.079
H 0.1796 -1.8310 -1.7003  0.015
H -0.8310 -1.9846 -0.2605  0.114
H -1.4302 -2.3994 -1.8850  0.126
H -2.8074 -0.4433 -0.7666  0.102

Computed properties:
- total charge = 0
- highest occupied orbital energy (spin up / spin down) (eV) = -7.319 / -8.014
- ΔE to the lowest compared entry with this formula, charge and spin (kcal/mol) = 118.2

Question: The lowest total charge belongs to which entry?
Answer: C9H12OS